{"formula": "C24H60F2KNO20P4S2", "method": "ωB97M-V with the def2-TZVPD basis set", "elements": ["K", "N", "S", "O", "O", "F", "S", "O", "O", "F", "C", "C", "O", "P", "O", "O", "C", "C", "O", "C", "C", "H", "H", "H", "H", "H", "H", "H", "H", "H", "H", "H", "H", "H", "H", "H", "C", "C", "O", "P", "O", "O", "C", "C", "O", "C", "C", "H", "H", "H", "H", "H", "H", "H", "H", "H", "H", "H", "H", "H", "H", "H", "C", "C", "O", "P", "O", "O", "C", "C", "O", "C", "C", "H", "H", "H", "H", "H", "H", "H", "H", "H", "H", "H", "H", "H", "H", "H", "C", "C", "O", "P", "O", "O", "C", "C", "O", "C", "C", "H", "H", "H", "H", "H", "H", "H", "H", "H", "H", "H", "H", "H", "H", "H"], "coordinates": [[-19.0566, 16.1723, 11.9437], [-19.4937, 13.8648, 10.8042], [-20.9405, 13.3252, 10.7481], [-21.4524, 12.9190, 12.0594], [-21.3934, 12.7366, 9.5246], [-21.6267, 14.8031, 10.7010], [-18.7435, 12.3502, 10.7816], [-19.0329, 11.4649, 9.6702], [-18.2680, 11.8050, 12.0561], [-17.3612, 12.9573, 10.3005], [-15.5636, 9.3400, 11.8965], [-15.6320, 9.5974, 10.4157], [-14.7897, 10.6655, 10.0138], [-14.8357, 11.3532, 8.5261], [-14.0747, 10.6456, 7.4965], [-16.3726, 11.6694, 8.2649], [-16.7509, 12.7589, 7.4227], [-16.2555, 12.7198, 5.9609], [-14.2742, 12.8306, 8.8312], [-13.0286, 13.0858, 9.5332], [-13.5570, 13.4421, 10.9049], [-14.5711, 9.0406, 12.2262], [-16.0763, 10.1278, 12.4481], [-16.2021, 8.4666, 12.0588], [-15.3185, 8.6888, 9.8886], [-16.6431, 9.7592, 10.0325], [-17.8366, 12.8337, 7.4535], [-16.4101, 13.6679, 7.9180], [-15.8553, 13.6111, 5.4807], [-15.4756, 11.9734, 5.7978], [-17.1013, 12.3418, 5.3842], [-12.3412, 12.2454, 9.6407], [-12.5240, 13.9005, 9.0176], [-13.9988, 12.7210, 11.5869], [-12.6076, 13.6784, 11.4198], [-14.1188, 14.3703, 11.0077], [-16.2936, 16.0113, 9.0526], [-17.6744, 16.1629, 8.3994], [-17.6260, 17.5048, 7.8471], [-17.8359, 18.7574, 8.8618], [-18.3746, 18.5119, 10.2183], [-16.4257, 19.5001, 8.7697], [-15.9924, 20.3617, 9.8446], [-16.1104, 21.8167, 9.5424], [-18.8094, 19.6464, 7.9524], [-20.1862, 19.3274, 7.8008], [-20.5655, 19.7038, 6.3688], [-15.6105, 15.8392, 8.2137], [-15.8383, 16.8913, 9.5069], [-16.0566, 15.1209, 9.6389], [-17.6641, 15.3868, 7.6366], [-18.5970, 16.0164, 8.9610], [-16.5056, 20.1051, 10.7718], [-14.9389, 20.0784, 9.8268], [-17.1094, 22.1262, 9.2325], [-15.7626, 22.4913, 10.3230], [-15.4477, 21.9922, 8.6907], [-20.4299, 18.2687, 7.9034], [-20.8232, 19.8914, 8.4832], [-21.6472, 19.6820, 6.2272], [-20.2600, 20.6876, 6.0131], [-20.0924, 18.9755, 5.7089], [-24.3007, 14.5557, 14.1033], [-22.9018, 15.2134, 13.9837], [-22.2328, 15.2530, 15.2294], [-20.6808, 14.9190, 15.3951], [-19.6606, 15.6420, 14.5977], [-20.4934, 15.1949, 16.9617], [-19.5136, 16.0410, 17.5309], [-19.5455, 16.3376, 19.0448], [-20.5523, 13.3261, 15.2753], [-19.3972, 12.6240, 14.8496], [-18.5410, 12.2454, 16.1142], [-24.0830, 13.5597, 14.4880], [-24.8740, 15.1192, 14.8384], [-24.7533, 14.5363, 13.1155], [-22.4627, 14.6589, 13.1498], [-22.9410, 16.2010, 13.5157], [-18.5947, 15.4658, 17.3955], [-19.4285, 17.0211, 17.0612], [-19.0409, 15.5541, 19.6113], [-19.0885, 17.2520, 19.4196], [-20.5957, 16.3713, 19.3461], [-19.7393, 11.7680, 14.2675], [-18.8767, 13.1793, 14.0681], [-19.2372, 12.2417, 16.9492], [-18.0640, 11.2847, 15.9285], [-17.7532, 12.9875, 16.2401], [-22.8788, 4.2356, 17.8526], [-23.9399, 5.3284, 17.8621], [-23.5937, 6.6379, 17.3706], [-22.8174, 6.7904, 15.9651], [-21.4744, 6.2184, 15.8454], [-22.8065, 8.3961, 15.9226], [-22.1548, 9.2197, 14.9142], [-22.8395, 10.5774, 14.8527], [-23.9981, 6.3721, 14.9187], [-23.8986, 5.1732, 14.1786], [-23.1256, 5.2926, 12.9102], [-23.2040, 3.1948, 17.9027], [-22.1178, 4.2711, 17.0763], [-22.3352, 4.2738, 18.8039], [-24.7228, 4.8642, 17.2420], [-24.6163, 5.6089, 18.6695], [-21.0872, 9.4139, 15.0045], [-22.4210, 8.7025, 13.9918], [-22.7422, 11.1079, 15.7989], [-22.4169, 11.1094, 14.0001], [-23.8989, 10.3953, 14.6665], [-23.4572, 4.4036, 14.8294], [-24.8652, 4.6609, 14.1563], [-22.5183, 6.1965, 12.9066], [-22.3858, 4.5005, 12.7614], [-23.6979, 5.1495, 11.9918]], "total_energy_ha": -5471.81045, "relative_energy_kcal_mol": 92.9, "gap_ev": 9.68, "multiplicity": 1}